(i)
Density functional theory data (ωB97M-V/def2-TZVPD) for a cluster of 2 separate species, C3H6N2 in total.

XYZ file:
```
11
Properties=species:S:1:pos:R:3
C 1.33 0.91 -1.00
N -0.16 1.01 0.80
N 0.28 0.86 -1.71
C -0.72 -0.11 0.97
C -0.98 -1.41 0.88
H -0.01 -0.10 -1.91
H 1.76 1.88 -0.78
H 1.86 0.03 -0.61
H -1.23 0.79 1.70
H -0.73 -1.94 -0.03
H -1.42 -1.95 1.69
```

- Orbital gap: 8.30 eV
- 2S+1: 1
- LUMO energy: -0.11 eV

(ii)
Density functional theory data (ωB97M-V/def2-TZVPD) for an isolated molecule of C3H6N2.

XYZ file:
```
11
Properties=species:S:1:pos:R:3
C -0.64 0.61 1.29
N 0.41 0.44 0.29
C -0.02 -0.39 -0.82
C 1.07 -0.62 -1.77
N 1.95 -0.82 -2.50
H -1.51 1.09 0.84
H -0.27 1.27 2.08
H -0.98 -0.34 1.74
H 1.24 0.04 0.71
H -0.41 -1.38 -0.52
H -0.83 0.12 -1.35
```

- Orbital gap: 10.55 eV
- SMILES string: CNCC#N
- 2S+1: 1
- LUMO energy: 0.81 eV

(iii)
Density functional theory data (ωB97M-V/def2-TZVPD) for an isolated molecule of C3H6N2.

XYZ file:
```
11
Properties=species:S:1:pos:R:3
C -0.58 0.88 -1.02
N -0.78 -0.11 0.07
C 0.20 -1.09 0.53
C 1.42 -0.42 1.03
N 2.26 0.32 1.34
H 0.11 1.72 -0.81
H -1.57 1.33 -1.19
H -0.29 0.44 -1.99
H -1.02 0.45 0.88
H -0.24 -1.67 1.36
H 0.48 -1.86 -0.20
```

- Orbital gap: 10.55 eV
- SMILES string: CNCC#N
- 2S+1: 1
- LUMO energy: 0.90 eV

(iv)
Density functional theory data (ωB97M-V/def2-TZVPD) for an isolated molecule of C3H6N2.

XYZ file:
```
11
Properties=species:S:1:pos:R:3
C 0.50 0.08 0.00
C -0.86 -0.56 -0.07
C -2.08 0.02 0.07
H 1.66 -1.75 -0.16
H 2.48 -0.33 -0.13
H 1.53 1.80 0.09
H -0.85 -1.68 -0.41
H -2.96 -0.58 -0.11
H -2.22 1.08 0.46
N 1.57 -0.74 0.16
N 0.58 1.35 -0.12
```

- Orbital gap: 10.03 eV
- SMILES string: [H]/N=C(\N)C=C
- 2S+1: 1
- LUMO energy: 0.88 eV

The structure with the least stability is (i).

(i)
Density functional theory data (ωB97M-V/def2-TZVPD) for an isolated molecule of C3H6N2.

XYZ file:
```
11
Properties=species:S:1:pos:R:3
C 0.00 0.17 1.53
C -0.62 0.04 0.19
N 0.50 0.40 -1.53
C -0.11 -0.81 -0.86
N -0.23 -2.00 -1.10
H -0.63 -0.40 2.23
H 1.00 -0.25 1.55
H -0.01 1.21 1.87
H -1.59 0.52 0.03
H 0.18 0.61 -2.48
H 1.50 0.51 -1.44
```

- Orbital gap (spin up / spin down): 6.42 / 9.40 eV
- 2S+1: 1
- LUMO energy (spin up / spin down): -0.67 / 0.44 eV

(ii)
Density functional theory data (ωB97M-V/def2-TZVPD) for a cluster of 2 separate species, C3H6N2 in total.

XYZ file:
```
11
Properties=species:S:1:pos:R:3
C 1.75 -0.74 0.15
C 0.37 -0.22 -0.13
N -0.67 -0.38 0.57
C -3.03 2.34 -1.06
N -2.52 1.45 -0.49
H 2.45 0.10 0.22
H 1.79 -1.31 1.08
H 2.10 -1.37 -0.68
H 0.26 0.38 -1.04
H -2.00 0.70 -0.01
H -0.49 -0.94 1.40
```

- Orbital gap: 11.48 eV
- 2S+1: 1
- LUMO energy: 0.77 eV

The structure with the least stability is (i).